# 1
15
Properties=species:S:1:pos:R:3:forces:R:3:mulliken_charge:R:1 method="wB97M-V/def2-TZVPD" multiplicity=1 homo_ev=-9.63 energy_ev=-10880.36583 gap_ev=9.665
C -1.643264 -2.229950 -0.556158 -1.799 -0.612 -0.535 0.533
C -1.188492 0.482430 1.004303 -0.151 -0.876 -1.639 -0.823
C -1.490640 0.163182 -0.507948 -0.133 -1.288 1.212 -0.196
C -0.151889 -0.117471 0.092063 -0.780 -2.870 -0.930 0.844
C 1.174822 0.339589 -0.478238 -0.295 0.270 -0.242 -1.039
N -0.384052 -2.110546 -0.151024 2.220 3.322 1.589 -0.407
O -2.253357 -3.252737 -0.798335 0.440 0.482 0.285 -0.595
O -2.338852 -1.016790 -0.757845 2.214 1.358 0.338 -0.325
H -1.185049 1.488010 1.370644 0.625 0.583 -0.209 0.298
H -1.665703 -0.153953 1.717058 -0.263 -0.607 0.102 0.248
H -1.510315 0.948005 -1.273430 -0.463 -0.399 0.369 0.330
H 2.016693 -0.098123 0.101805 -0.488 -0.124 -0.796 0.319
H 1.347694 1.463369 -0.301502 -0.703 -1.486 -0.583 0.295
H 1.100479 0.039766 -1.596843 0.855 0.675 1.951 0.294
H 0.144320 -2.890578 0.337682 -1.278 1.570 -0.910 0.224



# 2
15
Properties=species:S:1:pos:R:3:forces:R:3:mulliken_charge:R:1 method="wB97M-V/def2-TZVPD" multiplicity=1 homo_ev="-8.49 / -7.68" energy_ev=-10875.74887 gap_ev="8.139 / 6.665"
C -1.476552 0.348131 -1.071822 0.558 -0.262 -0.313 -0.253
C 0.220514 -0.847408 0.462675 -2.278 1.401 -1.415 0.821
C -0.119102 0.700764 -0.486391 -1.403 -1.908 0.921 0.456
C 1.220417 -0.880580 1.388909 0.753 0.090 0.698 -1.054
C 0.678037 1.790132 -0.578790 1.119 1.023 -0.094 -0.982
O 0.073995 -1.910298 -0.412801 0.063 0.254 0.340 -0.534
N -1.481381 0.777022 0.287454 0.627 0.027 -0.101 -0.350
O -1.159708 -0.371976 1.048492 0.828 -0.630 0.020 -0.238
H 0.220017 -2.725668 0.082412 -0.034 0.016 -0.051 0.363
H -1.684098 -0.686091 -1.314867 -0.111 0.031 0.054 0.239
H -1.826687 1.107565 -1.759446 -0.047 -0.023 -0.011 0.271
H 1.346914 -0.062511 2.082298 -0.076 -0.073 0.025 0.321
H 1.942144 -1.685239 1.390696 0.047 0.048 -0.060 0.292
H 1.734406 1.668404 -0.786687 -0.062 0.067 -0.130 0.320
H 0.311083 2.777753 -0.332132 0.015 -0.061 0.116 0.326



# 3
15
Properties=species:S:1:pos:R:3:forces:R:3:mulliken_charge:R:1 method="wB97M-V/def2-TZVPD" multiplicity=1 homo_ev=-9.42 energy_ev=-10878.78350 gap_ev=9.834
C 0.248762 -1.225728 2.851760 1.435 -0.045 -1.169 -0.663
C 0.445295 -0.620724 0.595135 -0.210 -2.029 2.743 -0.230
C -0.071109 -0.053442 -0.498217 0.338 2.258 2.777 0.351
C -0.458178 1.442452 -0.315737 -0.353 1.747 1.111 -0.332
C 0.228573 -0.728791 -1.651761 2.352 -1.050 -5.637 0.039
H 1.352090 -1.569323 2.965488 -2.053 -0.167 -0.164 0.297
H -0.482266 -2.033720 2.357589 1.662 1.839 1.596 0.322
H -0.028694 -0.816553 3.857993 -0.261 -0.290 -1.293 0.241
H 0.797589 -1.700111 0.689175 -0.272 1.478 -1.017 0.480
H 0.568927 2.171262 -0.251123 -3.000 -2.240 0.618 0.239
H -1.369081 1.358260 0.783413 3.369 0.766 -3.003 0.195
H -1.994149 1.460317 -1.267666 1.058 1.920 -1.413 0.365
N 0.714507 -1.101145 -2.664549 -1.865 0.626 2.900 -0.467
O 0.414792 -0.076619 1.866150 -0.884 -1.454 -0.194 -0.371
O -1.190545 2.071028 -1.412413 -1.316 -3.359 2.144 -0.466



# 4
15
Properties=species:S:1:pos:R:3:forces:R:3:mulliken_charge:R:1 method="wB97M-V/def2-TZVPD" multiplicity=1 homo_ev=-8.77 energy_ev=-10881.54590 gap_ev=9.468
C -0.733940 -0.783603 -1.552496 1.155 -0.781 -2.618 -0.783
O -0.005756 0.401267 -1.598744 0.362 1.418 -0.675 -0.397
C 0.431108 0.907041 -0.370246 1.602 -0.326 -0.569 0.531
C -0.640233 1.259605 0.658391 1.994 -2.408 2.282 -0.767
C -0.329636 0.429677 1.752166 -2.969 1.188 -2.412 -0.165
N 0.628474 -0.486564 1.422093 4.012 -2.590 1.093 -0.102
C 1.280267 -0.246767 0.185831 0.047 0.389 1.585 -0.013
O 2.294141 -0.738216 -0.290648 -1.900 0.432 1.107 -0.602
H -1.614264 -0.658228 -1.055738 -2.423 0.156 2.013 0.375
H -1.044377 -0.876540 -2.594895 0.058 -0.469 -0.043 0.324
H -0.214620 -1.720956 -1.279026 0.174 0.634 0.199 0.257
H 1.299850 1.621661 -0.530673 -1.610 0.056 -0.245 0.330
H -1.535840 1.831174 0.495984 0.146 0.266 0.116 0.380
H -0.965255 0.130608 2.610850 0.571 0.897 -0.460 0.334
H 1.150079 -1.070158 2.147150 -1.221 1.139 -1.372 0.298



# 5
16
Properties=species:S:1:pos:R:3:forces:R:3:mulliken_charge:R:1 method="wB97M-V/def2-TZVPD" multiplicity=1 homo_ev=0.14 charge=-2 energy_ev=-12928.14929 gap_ev=6.481
C 2.784951 -0.894202 -0.258038 -0.329 0.031 -0.090 0.250
C -2.468406 -1.790075 0.126087 0.241 -0.968 0.342 -0.744
C 1.262870 -0.703825 -0.436447 0.642 -0.385 -0.092 -0.351
C 0.578884 0.422508 -0.295301 -0.096 0.239 0.054 0.013
C 1.220662 1.721799 0.092467 0.101 -0.030 -0.034 -1.046
N -2.726848 -0.596851 -0.253999 -0.967 0.673 -0.275 -0.265
O 3.131330 -1.962980 0.286378 -0.099 -0.489 0.221 -0.732
O -3.970839 -0.265883 -0.552091 0.354 -0.234 0.088 -0.722
O 3.549608 0.002347 -0.677776 0.226 0.443 -0.208 -0.733
H -3.199016 -2.616497 0.231666 -0.106 0.517 -0.157 0.420
H -1.441265 -2.013371 0.381717 0.167 0.028 -0.004 0.235
H 0.734253 -1.626159 -0.656782 -0.081 0.029 0.024 0.340
H -0.502709 0.422909 -0.409029 -0.010 -0.174 0.040 0.542
H 2.285581 1.653401 -0.113814 0.095 0.133 0.049 0.322
H 1.074898 1.902838 1.161674 -0.055 0.125 0.049 0.197
H 0.790192 2.564477 -0.452995 -0.084 0.064 -0.005 0.273



# 6
16
Properties=species:S:1:pos:R:3:forces:R:3:mulliken_charge:R:1 method="wB97M-V/def2-TZVPD" multiplicity=1 homo_ev=-8.72 energy_ev=-12930.06790 gap_ev=9.407
C 0.618801 1.085065 1.713222 -0.224 0.146 -0.079 -1.494
C 0.182771 0.594725 0.362762 0.495 -0.387 0.307 0.260
C -0.574009 1.291445 -0.436378 -0.137 0.044 -0.063 0.338
N -1.440989 1.821465 -1.098878 -0.631 0.119 -0.013 -0.580
C 0.698521 -0.770875 -0.091008 -0.328 0.353 -0.152 0.113
O 1.740961 -0.679425 -1.022258 0.217 -0.170 -0.126 -0.585
C -0.488669 -1.490535 -0.703718 0.145 -0.223 -0.427 0.449
O -0.662679 -1.552785 -1.894538 0.040 0.029 0.006 -0.572
O -1.326379 -1.996715 0.195142 -0.208 -0.124 0.556 -0.440
H 0.317321 2.121165 1.859172 0.052 -0.019 0.119 0.426
H 1.699351 1.012705 1.808112 0.137 0.039 0.059 0.354
H 0.158041 0.473655 2.491662 0.049 0.033 0.078 0.285
H -1.229099 2.491695 -1.824778 0.359 0.024 -0.101 0.278
H 1.069401 -1.308695 0.786322 -0.126 0.029 -0.085 0.421
H 1.346241 -0.721535 -1.906618 -0.044 -0.009 0.095 0.384
H -2.109579 -2.371355 -0.238218 0.207 0.115 -0.175 0.363



# 7
16
Properties=species:S:1:pos:R:3:forces:R:3:mulliken_charge:R:1 method="wB97M-V/def2-TZVPD" multiplicity=1 homo_ev=-10.15 energy_ev=-12929.55886 gap_ev=10.862
C 0.209040 0.698283 1.929074 -0.029 2.682 0.785 -0.981
C 0.428034 0.430194 0.659173 -0.026 -0.568 -0.772 0.774
C 0.532405 -1.027073 0.198256 -0.503 0.352 1.473 -0.992
O 0.703452 1.484015 -0.301360 -0.642 -0.993 3.225 -0.371
C 0.926997 1.184415 -1.556114 -0.401 -1.719 -0.651 0.586
O 1.575584 1.877093 -2.237929 1.751 1.626 -1.646 -0.535
N 0.299045 0.014104 -2.038807 -0.929 2.359 0.839 -0.152
C -1.086505 0.042646 -1.814746 1.719 -2.391 -2.627 -0.129
O -1.800209 -0.654800 -2.475088 -1.002 0.160 0.048 -0.534
H -0.047085 -0.017106 2.663075 -0.009 -1.243 0.097 0.268
H 0.231570 1.690201 2.441571 0.051 -0.520 -1.207 0.265
H 1.553799 -1.110503 -0.152500 0.027 -0.609 -0.515 0.337
H -0.238622 -1.320510 -0.531080 0.938 -0.451 0.954 0.275
H 0.434545 -1.627720 1.119199 0.073 0.211 -0.432 0.392
H 0.614653 -0.278598 -2.924237 0.208 -0.305 -1.246 0.238
H -1.307860 0.610157 -0.978542 -1.226 1.407 1.676 0.558



# 8
16
Properties=species:S:1:pos:R:3:forces:R:3:mulliken_charge:R:1 method="wB97M-V/def2-TZVPD" multiplicity=1 homo_ev=-9.19 energy_ev=-12930.51330 gap_ev=9.621
C 0.604307 0.124158 1.633611 -1.982 0.642 0.233 -0.986
C -0.376932 0.339894 0.722184 1.186 0.748 1.555 0.691
C -0.935529 -0.730361 -0.111581 2.642 0.336 -1.427 -0.901
C 0.476071 -0.696874 -1.077301 -3.628 -2.682 -0.749 0.584
N 1.165841 -1.864285 -0.912626 0.514 0.541 0.087 -0.399
O 0.621140 0.053517 -1.999348 0.493 0.777 0.436 -0.571
C -0.575086 1.756489 0.260179 0.584 0.360 0.045 0.526
O 0.102195 2.689373 0.608403 -0.133 -0.056 0.121 -0.599
O -1.562399 1.880215 -0.633467 -0.496 -0.194 -0.182 -0.431
H 0.730236 -0.837416 2.101396 0.266 -0.387 -0.270 0.308
H 1.055632 0.958401 2.139899 0.249 0.229 -0.137 0.320
H -1.800470 -0.449406 -0.702167 0.106 -0.166 0.006 0.321
H -1.005562 -1.686172 0.399694 -0.126 -0.003 -0.095 0.340
H 2.054885 -1.920992 -1.385974 0.059 -0.079 0.111 0.249
H 1.035360 -2.408231 -0.080680 0.091 -0.010 0.057 0.203
H -1.589687 2.791689 -0.962222 0.175 -0.056 0.209 0.344